50
Properties=species:S:1:pos:R:3:forces:R:3 method="wB97M-V/def2-TZVPD" orbital_gap_ev="6.478 / 6.984" multiplicity=2 charge=+2 e_tot_ha=-2603.20628 homo_energy_ev="-14.50 / -14.50" lumo_ev="-8.02 / -7.52" e_above_lowest_ev=0.000
Cr -0.29058 0.02306 0.74531 0.1 -0.1 -0.3
S 0.08970 -0.78743 3.45463 0.0 0.0 0.3
O 0.49952 0.34243 2.43605 -0.2 -0.1 -0.2
N 0.10630 0.13819 -3.70620 0.3 -0.3 0.1
N 1.41105 0.07227 -0.17557 0.1 -0.1 0.0
N 1.37086 0.19472 -1.52087 -0.1 0.0 -0.1
N -0.98564 -1.39234 -0.39843 0.0 0.2 0.2
N -1.07408 1.37721 -0.30221 -0.2 0.1 0.2
N -0.77758 -1.13893 -1.72440 0.1 0.1 0.1
N -0.82522 1.37947 -1.64929 0.0 -0.1 -0.1
N -0.78316 0.77858 -4.50570 -0.3 0.1 0.0
C 0.85236 -0.75286 -4.43840 -0.2 0.2 -0.1
C -0.79660 0.10284 4.73545 0.0 0.0 0.0
C -0.58371 0.32093 -5.72216 0.3 -0.2 0.2
C 2.69178 0.18202 0.20500 0.0 0.1 0.0
C 0.44389 -0.65594 -5.73589 -0.1 0.0 -0.2
C 2.42593 -0.11324 4.84626 0.0 0.0 0.0
C -1.51132 2.37359 -2.20610 0.0 0.0 -0.1
C -1.82039 -2.44532 -0.31179 0.0 -0.1 0.0
C -2.22148 3.05639 -1.21578 0.0 0.0 0.0
C 2.61293 0.39310 -1.98049 0.0 0.1 0.0
C -2.10403 0.64355 4.17846 0.0 0.0 0.0
C -1.93804 2.39281 -0.05044 0.0 0.0 0.0
C 3.49015 0.39139 -0.90745 0.0 0.0 0.0
C -2.13978 -2.88685 -1.57911 0.0 0.0 0.0
C -1.46996 -2.02422 -2.44181 -0.1 -0.1 0.0
C 1.64377 -1.26022 4.22989 0.0 0.1 0.0
B -0.01379 0.16216 -2.22654 0.0 0.1 0.0
H -1.16763 0.69935 -6.54487 0.0 0.0 0.0
H -2.11769 -2.84149 0.64600 0.0 0.0 0.0
H 4.55602 0.53182 -0.93217 0.0 0.0 0.0
H -0.13693 0.89109 5.09583 0.0 0.0 0.0
H 2.79494 0.54166 -3.03191 0.0 0.0 0.0
H -1.92088 1.37439 3.38919 0.0 0.0 0.0
H 3.39348 -0.49947 5.16463 0.0 0.0 0.0
H 1.35920 -2.03202 4.95010 0.0 0.0 0.0
H -1.45378 -1.98923 -3.52023 0.0 0.0 0.0
H -1.47610 2.51418 -3.27391 0.0 0.0 0.0
H -2.64092 1.15895 4.97317 0.0 0.0 0.0
H 2.96096 0.13681 1.24656 0.0 0.0 0.0
H 1.93504 0.29452 5.72725 0.0 0.0 0.0
H -0.95665 -0.63072 5.52980 0.0 0.0 0.0
H -2.27320 2.59039 0.95539 0.0 0.0 0.0
H -2.76816 -3.71917 -1.84259 0.0 0.0 0.0
H 1.60202 -1.38028 -3.98415 0.0 0.0 0.0
H -2.74777 -0.15387 3.80575 0.0 0.0 0.0
H -2.85699 3.91310 -1.35411 0.0 0.0 0.0
H 0.82411 -1.20072 -6.58318 0.0 0.0 0.0
H 2.18808 -1.75393 3.42223 0.0 0.0 0.0
H 2.59997 0.68731 4.12882 0.0 0.0 0.0